12
Properties=species:S:1:pos:R:3:forces:R:3:mulliken_charge:R:1 method="wB97M-V/def2-TZVPD" energy_ha=-407.0067 homo_energy_ev=-8.746 smiles="N/N=c1/nc[nH]nn1"
N -2.49071 0.30756 0.31379 3.0 0.4 -0.1 -0.3430
N -1.70318 -0.77721 0.02814 1.5 0.6 -0.2 -0.3453
C -0.48469 -0.49564 -0.26631 0.4 0.2 2.6 0.6079
N 0.56470 -1.43369 -0.24762 0.5 0.3 -0.5 -0.4706
C 1.69053 -0.92997 0.10031 -1.4 2.4 -0.4 0.0618
N 1.78930 0.46308 0.50216 2.9 -0.4 -1.8 -0.2536
N 0.90287 1.39477 -0.27650 5.6 0.6 2.6 -0.3268
N -0.13872 0.91998 -0.33149 -7.4 -2.1 -3.3 -0.0899
H -2.18396 1.17848 -0.15468 -0.6 -0.7 0.4 0.2832
H -3.36082 -0.04116 0.18267 -3.5 -0.2 -0.5 0.2420
H 2.67469 -1.35352 -0.03343 -0.2 -0.9 0.3 0.3125
H 2.74000 0.76732 0.18297 -0.9 -0.2 1.0 0.3218

=====

8
Properties=species:S:1:pos:R:3:forces:R:3:mulliken_charge:R:1 method="wB97M-V/def2-TZVPD" total_charge=+1 energy_ha=-208.1239 homo_energy_ev="-16.633 / -15.844"
C 0.78952 -0.59630 0.19123 -0.1 -1.4 -0.7 -0.4010
C 0.11266 0.54803 -0.18908 1.8 -0.3 -0.6 -0.1704
N -1.40137 0.33677 0.28372 -1.7 1.3 0.9 0.3596
O -2.12736 -0.41354 -0.13066 0.3 -0.7 -0.6 -0.0565
H 1.54055 -0.57017 0.96796 0.0 -0.3 0.1 0.2889
H 0.17875 0.87398 -1.22013 -1.0 -0.4 -0.7 0.3809
H 0.48789 1.32114 0.37078 0.1 2.4 1.4 0.2807
H 0.41936 -1.49992 -0.27381 0.6 -0.6 0.2 0.3178

=====

9
Properties=species:S:1:pos:R:3:forces:R:3:mulliken_charge:R:1 method="wB97M-V/def2-TZVPD" total_charge=-1 energy_ha=-283.6884 homo_energy_ev=-1.760
C 0.06658 1.01786 -0.41552 -0.4 -0.4 -2.3 -0.6595
C -0.37893 -0.17557 0.34985 1.0 -1.9 3.6 0.0593
N 0.84615 -0.30725 -0.36313 0.1 1.1 0.6 -0.2410
O 2.01643 -0.24868 0.30819 0.6 -0.3 0.5 -0.7584
O -1.37384 -1.06355 -0.10486 -1.3 0.4 -0.1 -0.4184
H -0.24074 1.08678 -1.51355 -0.2 0.4 1.7 0.1833
H 0.48138 1.94516 0.03320 -0.3 -1.0 0.0 0.3434
H -0.28191 -0.24384 1.77213 -0.1 0.6 -4.4 0.2127
H -1.13513 -2.01091 -0.06632 0.7 1.1 0.2 0.2784

=====

9
Properties=species:S:1:pos:R:3:forces:R:3:mulliken_charge:R:1 method="wB97M-V/def2-TZVPD" total_charge=-1 energy_ha=-283.8479 homo_energy_ev=-3.384
O 2.07220 -0.43117 -1.87451 0.3 0.6 -0.2 -0.7493
C 1.40143 -0.10428 -0.86498 -0.3 -2.0 -0.2 -0.0344
N 0.69164 -0.90666 -0.08952 -0.2 0.9 0.8 -0.5678
C -1.58026 0.49324 1.09670 -0.4 -0.1 0.8 -0.0626
O -2.51928 1.02797 1.64661 -0.1 0.2 -0.4 -0.4994
H 1.35711 0.95823 -0.55933 0.0 0.2 0.0 0.3187
H 0.76187 -1.88682 -0.35094 0.3 0.1 -0.5 0.1137
H -0.86932 -0.08234 1.70350 0.3 0.0 -0.4 0.2667
H -1.39591 0.50599 0.01112 0.0 0.1 0.1 0.2144

=====

9
Properties=species:S:1:pos:R:3:forces:R:3:mulliken_charge:R:1 method="wB97M-V/def2-TZVPD" total_charge=+1 energy_ha=-283.3695 homo_energy_ev=-18.168
C 0.17694 0.66589 0.05818 1.5 0.8 0.1 -0.3556
C 0.91740 -0.65960 -0.06984 -2.7 -0.6 0.1 -0.0335
N -1.15970 0.10276 0.00844 -0.5 -0.2 0.0 0.9628
O -2.18184 0.65722 -0.04752 -0.2 0.1 0.0 -0.3777
O -1.01265 -1.17034 0.05124 2.4 0.4 -0.1 -0.3800
H 0.33282 1.17141 1.02201 -0.2 -0.2 -0.2 0.3051
H 0.37353 1.39148 -0.74327 -0.3 -0.3 0.1 0.3128
H 1.11924 -1.06076 -1.05876 0.1 0.1 0.1 0.2837
H 1.43426 -1.09806 0.77952 -0.2 0.0 0.0 0.2823

=====

9
Properties=species:S:1:pos:R:3:forces:R:3:mulliken_charge:R:1 method="wB97M-V/def2-TZVPD" total_charge=+1 energy_ha=-283.3779 homo_energy_ev=-18.458 smiles="O=[N+]1CCO1"
O 2.89240 0.47818 -0.06790 -0.5 -2.5 0.1 -0.3597
N 1.84027 -0.04736 0.00174 0.4 5.5 0.6 0.9369
C 0.53785 0.59341 -0.02457 -1.8 2.5 0.2 -0.3540
C -0.02315 -0.78262 -0.03685 -0.8 -1.6 -2.3 -0.1638
O 1.39813 -1.22995 0.10495 1.1 -3.1 0.8 -0.2014
H 0.42323 1.42446 -0.72478 0.1 -0.8 -1.0 0.3172
H 0.13728 1.16567 0.82783 1.3 -0.5 0.8 0.2864
H -0.70381 -1.05512 0.78686 0.7 -0.2 -0.4 0.2763
H -0.24694 -1.23337 -1.05326 -0.5 0.7 1.4 0.2621

=====

9
Properties=species:S:1:pos:R:3:forces:R:3:mulliken_charge:R:1 method="wB97M-V/def2-TZVPD" total_charge=+1 energy_ha=-283.4223 homo_energy_ev=-16.361
C 0.02788 0.38823 2.62384 -0.6 0.6 2.2 0.0344
C 0.91998 -0.78765 -0.63880 -1.5 0.5 1.8 0.2834
N -0.95459 0.29757 -1.25241 -3.7 2.1 -1.4 -0.3046
O -0.23343 0.67873 3.69277 0.6 -0.6 -2.2 -0.0619
O 0.10919 -0.41769 -1.50975 2.2 0.2 -1.7 0.0844
H 1.81619 -1.21454 -1.02535 0.4 -0.7 -0.1 0.3157
H 0.62043 -0.61420 0.44972 0.8 -0.2 -1.3 0.0503
H -0.96629 0.66128 -0.33751 0.0 0.5 1.3 0.2378
H -1.33936 1.00826 -2.00252 1.8 -2.4 1.4 0.3606

=====

9
Properties=species:S:1:pos:R:3:forces:R:3:mulliken_charge:R:1 method="wB97M-V/def2-TZVPD" total_charge=+1 energy_ha=-283.4493 homo_energy_ev="-15.448 / -15.430"
C -2.44999 0.14590 0.03801 0.1 0.1 0.0 0.6042
C 0.87629 -1.05788 -0.11588 -0.3 -2.1 -0.4 -0.2424
N 1.37377 0.25371 -0.19325 0.4 1.4 0.2 -0.2559
O -3.56249 -0.05148 0.02428 -1.6 -0.3 0.0 -0.2294
O -1.30738 0.34683 0.05237 1.3 0.3 0.1 -0.4446
H 0.90309 -1.45205 0.91062 0.1 0.5 0.1 0.2881
H 0.42289 0.72724 -0.15003 0.5 0.2 -0.1 0.4881
H 1.76630 0.45766 -1.12738 -0.2 0.0 0.3 0.4093
H 1.97752 0.63006 0.56125 -0.2 0.0 -0.2 0.3826

=====

10
Properties=species:S:1:pos:R:3:forces:R:3:mulliken_charge:R:1 method="wB97M-V/def2-TZVPD" energy_ha=-625.1952 homo_energy_ev=-8.371
C 0.35914 -0.31644 -0.02724 -1.4 0.7 0.8 0.5573
C -1.03220 -0.05409 0.61779 0.8 0.0 -1.0 -0.6677
N 1.56636 -0.11723 0.42089 2.4 0.1 0.7 -0.3380
O 0.31561 -0.72702 -1.20725 -1.1 -0.9 -0.6 -0.4479
O -1.27411 1.24905 -1.78037 -0.3 0.6 -0.4 -0.5103
P -1.57707 -0.13973 -1.39551 0.0 -0.2 1.2 0.3123
H -1.32160 -0.86613 1.35391 0.4 1.0 -0.9 0.3155
H -1.20536 1.00464 0.99458 0.4 -1.5 -0.4 0.3130
H 1.85921 0.38557 1.24793 -0.6 -0.3 0.0 0.2146
H 2.31003 -0.41861 -0.22472 -0.5 0.5 0.5 0.2513

=====

10
Properties=species:S:1:pos:R:3:forces:R:3:mulliken_charge:R:1 method="wB97M-V/def2-TZVPD" energy_ha=-625.0305 homo_energy_ev="-9.518 / -9.519"
C 0.59748 -0.60146 0.67247 -1.0 0.0 0.9 -0.1049
C 0.79315 0.71123 -0.09558 -5.1 -2.4 1.0 -0.3388
N 0.79631 -0.57334 -0.71837 -1.0 0.0 -1.4 -0.4701
O -1.54564 1.15026 1.77249 -0.9 1.0 2.0 -0.5634
O -2.36910 -0.23791 -0.92208 3.0 1.1 2.3 -0.6816
P -0.90486 0.42330 0.72838 0.7 -1.9 -6.0 0.7222
H 1.14176 -1.14082 1.40988 0.5 -0.2 0.3 0.4301
H 1.54069 1.35604 -0.08745 3.2 2.8 0.1 0.4734
H 1.67975 -0.83455 -1.09080 0.9 -0.4 0.1 0.2360
H -1.72955 -0.25275 -1.66895 -0.4 -0.1 0.6 0.2971

=====

11
Properties=species:S:1:pos:R:3:forces:R:3:mulliken_charge:R:1 method="wB97M-V/def2-TZVPD" total_charge=+1 energy_ha=-756.7927 homo_energy_ev=-15.836
C 0.45901 0.61942 -0.09864 -1.7 -0.9 0.1 -0.3245
C -0.06999 -0.83096 -0.16515 2.9 2.3 -3.5 -0.6030
N 2.83294 1.25887 0.61911 1.7 0.7 0.8 0.4315
O 3.89515 0.99300 0.37642 -0.9 0.2 0.2 -0.0935
O 1.84528 0.45502 -0.29627 -0.6 -0.5 -1.6 -0.2830
O 2.21801 -2.00678 0.29797 2.3 -2.7 3.5 -0.3061
S 1.55446 -1.47314 -0.78056 -2.4 2.2 -3.0 0.6712
H -0.07439 1.18931 -0.79427 0.2 1.0 -2.0 0.3361
H 0.14363 1.12685 0.76691 0.5 0.3 1.9 0.3935
H -0.11693 -1.16173 0.76626 -1.0 -2.2 3.9 0.3697
H -0.82179 -0.96616 -0.89655 -1.0 -0.5 -0.3 0.4082

=====

9
Properties=species:S:1:pos:R:3:forces:R:3:mulliken_charge:R:1 method="wB97M-V/def2-TZVPD" energy_ha=-549.8391 homo_energy_ev=-9.364
C -1.55159 0.43367 -0.58355 2.9 -0.5 -0.7 0.2602
C 1.04290 -0.78917 0.93533 -0.5 0.2 0.7 -0.4759
N -0.48017 1.17989 -0.95953 0.6 0.0 0.7 -0.6057
O -1.22082 -0.50423 0.16606 -3.4 -0.4 0.5 -0.6001
P 0.80443 0.42018 -0.16845 -2.0 0.8 -1.4 0.4159
H -2.45798 0.59401 -1.16695 -0.5 -0.1 0.6 0.3579
H 1.95695 -1.19605 1.28726 1.3 0.2 -0.3 0.3119
H 0.21222 -1.11470 1.60284 0.6 0.4 -1.1 0.2336
H 1.69405 0.97640 -1.11300 1.0 -0.6 1.0 0.1024

=====

10
Properties=species:S:1:pos:R:3:forces:R:3:mulliken_charge:R:1 method="wB97M-V/def2-TZVPD" total_charge=-1 energy_ha=-1004.9335 homo_energy_ev=-3.740
C 0.15136 1.08547 -1.03205 -1.2 -0.7 -0.3 0.2927
C -0.41118 -0.02611 1.31110 0.6 -4.6 -0.6 -0.6295
N 0.74118 -2.14726 -0.69495 0.2 3.3 1.3 -0.5712
O -0.96609 0.83882 -1.42412 0.5 -0.6 0.3 -0.5325
S 1.06946 2.42836 -1.15680 1.2 1.0 0.1 -0.4436
S 0.97140 -0.32958 0.13824 -0.6 -2.9 -1.6 -0.0290
H -1.27773 -0.18449 0.68617 -0.5 0.2 0.3 0.2146
H -0.17912 0.92638 1.55570 0.0 3.2 1.3 0.3180
H -0.33755 -0.78268 2.15206 -0.1 1.1 -0.9 0.2394
H 0.23828 -1.80888 -1.53535 0.0 0.0 0.3 0.1411

=====

8
Properties=species:S:1:pos:R:3:forces:R:3:mulliken_charge:R:1 method="wB97M-V/def2-TZVPD" energy_ha=-474.6123 homo_energy_ev=-8.118 smiles="[H]/N=C1/CP1"
H 2.36157 -0.30515 -0.71523 -1.4 -0.3 0.3 0.2958
N 1.40757 -0.24464 -1.11240 -0.1 0.8 -1.8 -0.5709
C 0.37495 -0.09000 -0.45250 1.6 -0.4 2.6 0.2686
C -1.01440 -0.02200 -0.08709 0.5 -3.6 -1.6 -0.5071
P 0.02634 -0.38207 1.46778 -0.4 1.5 -0.6 -0.0660
H -1.60863 0.80538 -0.09293 -1.0 2.6 -0.1 0.2986
H -1.61351 -0.83605 -0.55935 0.5 0.2 0.6 0.2649
H 0.06612 1.07453 1.55172 0.2 -0.8 0.5 0.0160

=====

8
Properties=species:S:1:pos:R:3:forces:R:3:mulliken_charge:R:1 method="wB97M-V/def2-TZVPD" energy_ha=-474.5552 homo_energy_ev=-7.502
C 1.20214 -0.50979 -0.98134 3.0 0.2 -1.2 -0.1274
C -1.01624 0.07710 -0.43114 -3.6 1.8 1.9 -0.3453
N 0.11770 -0.10536 -0.91619 1.9 -2.2 -0.7 -0.1005
P -0.86290 0.28378 1.47485 0.8 0.0 -1.1 -0.1289
H 2.04321 -1.18234 -1.08965 -0.7 0.2 0.1 0.2954
H -1.82164 0.31738 -1.17532 0.5 -0.1 1.4 0.3500
H -0.12369 1.54250 1.52751 -0.5 -0.5 -0.2 0.0425
H 0.46143 -0.42329 1.59129 -1.5 0.4 -0.2 0.0141

=====

8
Properties=species:S:1:pos:R:3:forces:R:3:lowdin_spin:R:1 method="wB97M-V/def2-TZVPD" total_charge=+1 s2=2.02 energy_ha=-531.0194 homo_energy_ev="-10.590 / -14.862" spin_multiplicity=3
C -0.83346 -0.23170 0.21626 3.7 -1.9 -0.3 0.0486
C 1.97624 -0.45345 -1.57281 -2.3 0.7 2.2 1.3801
N -0.99080 0.68295 1.08140 -0.6 -0.5 -0.3 0.0078
S 3.02326 -0.77462 -2.59023 2.3 -0.7 -2.2 0.4997
H 0.12328 -0.11895 -0.48162 -2.5 0.1 0.8 0.0606
H -1.16777 -1.31883 0.36070 -0.4 2.0 -0.3 0.0017
H -0.54625 1.56310 1.11967 1.2 1.2 -0.9 0.0006
H -1.58450 0.65149 1.86663 -1.4 -0.9 1.0 0.0009

=====

8
Properties=species:S:1:pos:R:3:forces:R:3:mulliken_charge:R:1 method="wB97M-V/def2-TZVPD" energy_ha=-229.0304 homo_energy_ev=-10.017 smiles="O=CCO"
O -1.38917 0.88214 -1.04206 0.5 0.0 0.5 -0.4446
C -0.70542 0.79108 -0.05548 -0.2 0.2 -0.2 0.0824
C 0.46879 -0.12252 0.14792 -0.3 0.2 1.0 -0.4303
O 0.78453 -0.95345 -0.93223 -0.4 -0.5 0.8 -0.4339
H -0.93473 1.32239 0.89059 -0.2 0.3 -0.1 0.3020
H 0.08538 -0.81345 0.95764 0.3 1.0 0.0 0.2607
H 1.34696 0.37481 0.56757 -0.1 0.3 -0.1 0.3216
H 0.36545 -1.65904 -0.42708 0.5 -1.6 -2.0 0.3420

=====

8
Properties=species:S:1:pos:R:3:forces:R:3:mulliken_charge:R:1 method="wB97M-V/def2-TZVPD" energy_ha=-229.0966 homo_energy_ev=-10.645 smiles="CC(=O)O"
C -0.62460 0.70948 -0.20465 -0.4 0.8 -0.3 -0.7758
C 0.55641 -0.12607 0.25812 -0.5 -1.1 -0.1 0.6570
O 1.55144 0.12607 0.87189 0.0 0.8 -0.1 -0.5392
O 0.26296 -1.40495 -0.09860 0.7 -1.0 -0.2 -0.4533
H -1.43931 0.59082 0.58152 0.9 0.1 -1.2 0.2289
H -0.96534 0.31439 -1.23348 0.4 0.7 1.8 0.2613
H -0.36276 1.80620 -0.25875 -0.2 -1.3 0.0 0.2853
H 1.02120 -2.01594 0.08395 -0.7 1.0 0.1 0.3359

=====

8
Properties=species:S:1:pos:R:3:forces:R:3:mulliken_charge:R:1 method="wB97M-V/def2-TZVPD" energy_ha=-229.0152 homo_energy_ev=-10.231 smiles="C=O.C=O"
C 0.35217 2.64538 3.72823 -1.3 -0.1 -0.1 -0.0440
O -0.12172 2.36265 2.65288 0.8 0.4 0.5 -0.3804
H 0.97156 3.55150 3.93006 0.0 -0.4 -0.3 0.2167
H 0.02053 2.05478 4.61517 0.5 0.2 -0.1 0.2074
C 3.65861 2.41298 -2.26045 1.1 0.4 0.5 -0.0232
O 4.75489 2.93860 -2.19407 -1.5 -0.7 -0.3 -0.3894
H 3.43115 1.58929 -2.97826 0.1 0.4 0.2 0.2123
H 2.85012 2.69390 -1.54429 0.2 -0.1 -0.4 0.2005

=====

9
Properties=species:S:1:pos:R:3:forces:R:3:mulliken_charge:R:1 method="wB97M-V/def2-TZVPD" total_charge=-1 energy_ha=-570.4014 homo_energy_ev=-2.302
C -0.94121 1.83810 0.08592 0.6 -1.4 0.5 0.4098
C 0.53379 -2.00105 -0.24960 -0.7 1.1 0.0 -0.8431
O -1.57482 1.74072 -0.88497 -1.5 0.6 -2.1 -0.3863
O -0.60058 2.36839 1.07792 0.5 0.7 1.0 -0.4510
P 0.30692 -0.23854 0.19400 0.2 -0.1 -1.1 0.0683
H 0.86301 -1.89697 -1.28354 0.8 0.0 -0.4 0.0978
H -0.51820 -2.21460 -0.49761 -0.3 -0.5 0.4 0.0923
H 1.52606 0.45500 0.03544 0.3 -0.2 -0.3 0.0040
H 0.40503 -0.05104 1.52245 0.1 -0.2 1.9 0.0083